One molecule with the formula C3H4F2S at a distorted geometry, computed with ωB97M-V with the def2-TZVPD basis set.

The total energy is -19445.3907 eV. The SMILES is CC(F)(F)C=S. As for the LUMO energy: -0.92 eV.

ORCA input file:
```
! wB97M-V def2-TZVPD RIJCOSX def2/J DEFGRID3
* xyz 0 1
F 0.35817 1.25156 1.15078
H 0.85654 -1.22740 -0.94121
S -2.15446 -0.79801 -0.88235
F 0.01318 -0.86109 1.44813
C -1.40611 0.31324 0.02273
H 1.06915 0.56449 -1.24545
C 1.07163 -0.25998 -0.50692
C 0.00573 0.10081 0.52403
H -1.82937 1.24275 0.43232
H 2.01554 -0.32636 -0.00205
*
```